Record 1
The following is a DFT calculation (ωB97M-V/def2-TZVPD) of C21H23N3O7PdSi as an isolated structure.

```
56
Properties=species:S:1:pos:R:3:forces:R:3
Pd -0.23940 -1.54755 -1.16032 -0.002 -0.001 -0.088
C 4.42003 -0.84910 -2.16125 0.005 0.011 -0.005
C 3.92290 -0.79280 -0.75975 -0.002 0.005 -0.011
N 2.68736 -1.02039 -0.41377 -0.004 0.000 0.005
C 2.63066 -0.83268 0.94052 0.010 -0.012 0.001
C 3.86966 -0.48364 1.42814 -0.005 -0.040 0.009
N 4.67789 -0.46743 0.32813 -0.001 0.014 0.002
C 4.44364 -0.12510 2.77015 -0.015 0.033 0.004
O 3.63993 -0.16473 3.74626 -0.016 -0.003 -0.012
O 5.64694 0.18109 2.78295 0.011 -0.012 0.000
C 1.33938 -0.99605 1.63932 0.030 0.064 -0.040
O 1.33878 -0.83486 2.94275 0.008 0.019 0.019
O 0.31155 -1.26452 1.03636 -0.027 -0.072 0.037
H 3.64862 -1.33635 -2.75666 -0.004 -0.001 0.002
H 5.35486 -1.40852 -2.24129 -0.003 -0.010 -0.002
H 4.58729 0.15534 -2.56074 0.009 -0.005 0.005
H 5.65150 -0.21963 0.40053 -0.003 0.005 -0.003
H 2.27684 -0.56005 3.29519 0.003 -0.027 0.002
C -2.20539 -3.48072 0.26414 -0.005 0.006 0.004
Si -3.12496 -1.87593 -0.04183 0.024 0.001 0.018
C -4.49499 -2.30284 -1.28149 0.013 0.001 0.007
C -3.94658 -1.49548 1.62758 -0.012 -0.027 0.009
N -2.10148 -0.62251 -0.60358 0.019 0.086 0.047
C -2.49010 0.65373 -0.78144 -0.013 0.008 0.033
C -3.82789 1.10951 -0.57091 0.014 0.016 -0.036
C -4.22789 2.42376 -0.71813 -0.007 -0.010 -0.005
C -3.32801 3.40965 -1.10375 0.005 0.016 0.006
C -2.01490 3.01444 -1.33336 -0.010 0.013 -0.022
C -1.61026 1.70473 -1.18021 -0.058 -0.074 0.060
O -0.27720 1.42536 -1.46837 0.045 -0.007 -0.061
C 0.65923 1.84295 -0.57428 0.012 0.004 0.046
C 1.93478 2.09050 -1.07084 0.001 -0.011 0.005
C 2.94389 2.49196 -0.21096 0.017 -0.008 0.000
C 2.69771 2.64448 1.14795 -0.007 0.004 0.003
C 1.42252 2.38913 1.63474 0.006 0.014 -0.001
C 0.39986 1.99428 0.78446 -0.013 0.000 -0.021
H -2.90171 -4.22293 0.67414 -0.001 -0.007 -0.007
H -1.39437 -3.32866 0.97918 -0.004 0.007 -0.003
H -1.76749 -3.86952 -0.65715 -0.006 -0.008 0.001
H -5.11711 -3.12734 -0.91821 0.003 -0.001 0.007
H -4.02305 -2.61623 -2.21657 -0.003 0.000 0.000
H -5.14490 -1.45409 -1.50371 -0.008 0.007 -0.009
H -4.50268 -2.37561 1.96835 -0.001 0.008 0.012
H -4.62936 -0.64477 1.62054 0.004 0.001 -0.006
H -3.16309 -1.28858 2.36173 0.006 -0.002 -0.003
H -4.56946 0.38171 -0.27334 -0.014 -0.014 -0.012
H -5.26656 2.67845 -0.52916 -0.002 0.000 -0.001
H -3.62921 4.44293 -1.22182 -0.003 0.001 -0.002
H -1.26183 3.73641 -1.63223 0.004 -0.011 -0.002
H 2.11400 1.92854 -2.12623 0.000 0.004 -0.003
H 3.94064 2.66469 -0.60222 -0.001 -0.001 0.004
H 3.49763 2.91549 1.82557 -0.001 -0.001 -0.005
H 1.22829 2.45991 2.69801 -0.002 -0.003 -0.003
H -0.58616 1.76276 1.16517 0.001 -0.006 0.005
O 0.88925 -2.63288 -2.42235 -0.046 0.045 0.033
O -0.32958 -2.26029 -2.96596 0.050 -0.017 -0.025
```
Forces are in eV/Å.

Summary:
E_LUMO (hartree): 0.1838
Energy above the lowest of the compared OMol25 structures with the same formula, charge and spin (kJ/mol): 0.8
Charge: -2

Atomic partial charges in e from the Mulliken method, atoms 1 to 8: atom 1 (Pd): 0.7388, atom 2 (C): -1.4060, atom 3 (C): 0.1812, atom 4 (N): -0.1190, atom 5 (C): 1.1785, atom 6 (C): -0.1576, atom 7 (N): 0.0565, atom 8 (C): 0.6182

Record 2
The following is a DFT calculation (ωB97M-V/def2-TZVPD) of one molecule with the formula C21H23N3O7S2 at a distorted geometry.

```
56
Properties=species:S:1:pos:R:3:forces:R:3
C -2.61076 -1.43571 -2.95655 0.143 0.082 -0.145
O -3.57449 -1.86251 -2.02481 -0.221 -0.025 0.256
C -3.96891 -0.98826 -1.06145 -0.166 -0.031 0.119
C -3.56623 0.33096 -0.98917 -0.291 0.009 -0.010
C -4.01638 1.12978 0.05782 -0.495 -0.615 -0.054
C -3.64283 2.54292 0.18607 -0.028 0.207 0.053
O -4.38506 3.41660 0.57299 -0.017 -0.048 0.045
N -2.34420 2.91640 -0.19323 -0.313 0.761 -0.159
C -1.20931 2.18001 -0.23491 1.370 -0.099 -0.152
N -1.08333 0.93279 0.01687 -0.722 -0.092 0.372
C 0.19665 0.49712 -0.13197 0.944 0.478 -0.302
C 0.62828 -0.81467 0.05049 0.098 0.062 -0.041
C 1.96181 -1.10836 -0.14484 -0.141 -0.114 0.014
C 2.85211 -0.11041 -0.51843 0.613 0.045 -0.131
S 4.56926 -0.55436 -0.73740 -0.479 0.000 0.439
O 4.65190 -1.78017 -1.47376 -0.065 -0.225 0.137
O 5.27547 0.59310 -1.23862 -0.157 0.137 0.144
N 4.96632 -0.89828 0.85915 -0.316 0.034 -0.983
C 5.27416 0.27282 1.65668 0.295 0.474 0.181
C 6.73795 0.69151 1.48064 -0.238 0.209 -0.006
O 7.60815 -0.38680 1.74910 0.073 -0.049 0.181
C 7.34869 -1.47536 0.88932 -0.163 -0.274 -0.013
C 5.91404 -1.97795 1.06356 0.523 -0.299 -0.197
C 2.45957 1.19797 -0.71192 0.100 0.114 -0.066
C 1.12394 1.49717 -0.51794 -0.268 -0.330 0.136
S 0.30710 3.02210 -0.68799 -0.421 -0.311 0.087
C -4.90884 0.61457 0.98995 0.176 0.176 -0.045
C -5.32888 -0.70741 0.93195 0.024 -0.090 -0.065
O -6.19094 -1.25043 1.84956 0.250 -0.122 -0.344
C -6.71396 -0.41797 2.85700 -0.078 0.099 0.148
C -4.85175 -1.53430 -0.09910 0.084 -0.024 -0.146
O -5.12998 -2.84276 -0.31046 0.249 0.424 -0.042
C -6.08058 -3.53790 0.46476 -0.335 -0.367 0.234
H -2.38504 -2.31044 -3.56424 0.020 0.091 0.011
H -1.69692 -1.09164 -2.46081 -0.027 0.007 -0.012
H -2.99716 -0.64013 -3.60246 0.023 -0.011 0.034
H -2.93050 0.75127 -1.74813 0.122 -0.042 -0.068
H -2.21739 3.92301 -0.21922 -0.170 -0.209 0.048
H -0.08811 -1.56774 0.33560 -0.065 -0.123 0.041
H 2.34121 -2.10974 -0.02542 -0.048 -0.186 0.065
H 4.60792 1.07641 1.34216 0.004 0.133 0.210
H 5.07683 0.02403 2.70460 -0.034 0.052 -0.086
H 7.00382 1.47970 2.18706 -0.075 0.008 -0.074
H 6.88262 1.04779 0.45153 0.038 0.008 0.171
H 8.07081 -2.24993 1.15245 -0.057 0.000 -0.106
H 7.49405 -1.17194 -0.15853 0.063 -0.054 0.064
H 5.68517 -2.75127 0.33152 0.118 -0.137 0.164
H 5.76810 -2.36463 2.07718 -0.017 0.025 -0.081
H 3.18347 1.93649 -1.01634 0.093 0.108 -0.037
H -5.25334 1.27272 1.76962 -0.081 0.034 0.091
H -7.27444 0.42203 2.43623 0.031 -0.014 0.015
H -5.92725 -0.03920 3.51662 -0.027 0.007 -0.030
H -7.38927 -1.05164 3.43032 0.034 0.096 0.002
H -6.12281 -4.53481 0.02617 -0.013 0.065 0.037
H -5.77652 -3.61209 1.51052 -0.039 -0.009 -0.107
H -7.06697 -3.07347 0.40786 0.075 -0.045 0.003
```
Forces are in eV/Å.

Summary:
E_LUMO (hartree): 0.0018
SMILES string: COc1cc(C(=O)Nc2nc3ccc(S(=O)(=O)N4CCOCC4)cc3s2)cc(OC)c1OC
Charge: 0

Atomic partial charges in e from the Mulliken method, atoms 1 to 8: atom 1 (C): -0.7832, atom 2 (O): -0.4461, atom 3 (C): 0.4317, atom 4 (C): -0.6612, atom 5 (C): -0.4312, atom 6 (C): -0.0819, atom 7 (O): -0.6232, atom 8 (N): -0.0723

Record 3
The following is a DFT calculation (ωB97M-V/def2-TZVPD) of one molecule with the formula C21H23N3OS2 at a distorted geometry.

```
50
Properties=species:S:1:pos:R:3:forces:R:3
O 0.28749 1.66363 1.56902 -0.040 0.261 -0.058
C 0.01754 1.34048 2.69712 0.052 0.311 0.235
C -0.72665 2.23171 3.65654 -0.284 0.211 -0.177
C -1.85619 1.47902 4.36024 0.138 0.040 0.230
C -1.30587 0.25441 5.07873 -0.157 -0.080 -0.164
C -0.67327 -0.69062 4.06409 -0.091 -0.017 0.334
C 0.44277 0.01307 3.29654 0.210 -0.611 -0.672
S 1.13366 -1.05167 1.97870 0.290 -0.088 0.396
C -0.20166 -0.98202 0.86150 0.106 -0.123 -0.033
N -1.46994 -0.94029 1.16171 0.498 -0.115 0.602
N -2.15373 -0.87018 0.00890 -0.675 0.136 -0.902
C -1.30180 -0.87793 -0.97581 0.222 -0.004 0.061
C -1.64816 -0.81463 -2.42321 0.002 0.019 0.067
C -3.06043 -1.24293 -2.64074 -0.101 -0.349 -0.192
C -4.15529 -0.46973 -2.85912 0.315 -0.054 -0.018
C -5.34572 -1.22133 -2.99001 -0.173 -0.147 -0.004
C -5.13569 -2.55416 -2.86575 0.255 -0.203 0.062
S -3.48034 -2.92190 -2.58324 -0.212 0.527 -0.090
N -0.02406 -0.95866 -0.49138 -0.709 -0.141 0.546
C 1.22798 -0.88103 -1.18982 0.349 0.321 -0.233
C 1.62433 0.58257 -1.44008 0.112 -0.216 0.078
C 3.03068 0.64804 -1.96004 -0.113 0.083 -0.059
C 4.10106 0.61352 -1.07498 -0.004 0.002 -0.022
C 5.40175 0.63863 -1.54409 0.078 -0.022 0.049
C 5.64789 0.69468 -2.90578 0.092 0.004 -0.053
C 4.58753 0.72567 -3.79465 0.055 -0.016 -0.100
C 3.28644 0.70016 -3.32332 0.010 -0.003 0.022
H -1.10807 3.09374 3.10687 0.127 -0.019 -0.004
H -0.00747 2.58845 4.40001 0.039 0.020 0.041
H -2.34899 2.14951 5.06659 -0.056 0.006 -0.063
H -2.59223 1.16229 3.61924 -0.079 0.014 -0.001
H -2.11156 -0.26617 5.59799 0.033 -0.005 0.085
H -0.56618 0.56008 5.82378 -0.003 0.027 0.103
H -0.26246 -1.57293 4.55878 0.009 0.002 -0.063
H -1.42764 -1.01472 3.34353 0.119 -0.010 0.191
H 1.29532 0.20598 3.95787 -0.038 0.054 0.005
H -1.52331 0.21267 -2.78021 0.036 -0.098 -0.084
H -0.96409 -1.45963 -2.98346 -0.003 0.132 -0.059
H -4.11786 0.60291 -2.92425 0.068 0.215 0.015
H -6.31128 -0.78307 -3.16830 -0.180 0.034 -0.026
H -5.84810 -3.35299 -2.92019 -0.199 -0.121 -0.023
H 1.98856 -1.36569 -0.57138 -0.075 0.011 -0.180
H 1.14848 -1.42514 -2.13543 0.067 -0.013 0.130
H 1.54244 1.12539 -0.49620 -0.076 -0.035 -0.034
H 0.93088 1.02998 -2.15468 -0.035 0.022 0.029
H 3.90856 0.57176 -0.01249 -0.042 0.006 0.144
H 6.22610 0.61573 -0.84641 0.065 0.002 0.056
H 6.66334 0.71580 -3.27289 0.078 0.006 -0.027
H 4.77356 0.77010 -4.85787 0.019 0.008 -0.081
H 2.46166 0.72744 -4.02193 -0.100 0.017 -0.059
```
Forces are in eV/Å.

Summary:
E_LUMO (hartree): 0.0191
SMILES string: O=C1CCCC[C@H]1Sc1nnc(Cc2cccs2)n1CCc1ccccc1
Energy above the lowest of the compared OMol25 structures with the same formula, charge and spin (kJ/mol): 31.1
Charge: 0

Atomic partial charges in e from the Mulliken method, atoms 1 to 8: atom 1 (O): -0.5235, atom 2 (C): 0.4029, atom 3 (C): -0.9178, atom 4 (C): -0.5191, atom 5 (C): -0.7776, atom 6 (C): -0.6276, atom 7 (C): -0.1108, atom 8 (S): -0.3644

Record 4
The following is a DFT calculation (ωB97M-V/def2-TZVPD) of a 3-piece molecular cluster, C21H23N5 overall at a distorted geometry.

```
49
Properties=species:S:1:pos:R:3:forces:R:3
C -4.19326 -1.30906 2.95022 0.853 0.732 -0.132
C -4.52544 -2.53895 3.51100 -1.869 -0.593 -0.164
N -3.75135 -3.39518 4.19105 0.715 2.039 -0.955
C -2.50363 -2.90576 4.23730 1.113 -1.075 0.920
C -1.99897 -1.72250 3.70065 0.150 0.992 -0.617
C -0.53737 -1.40070 3.84715 -0.233 -0.118 0.213
C 0.05593 -1.50694 5.08005 0.992 0.048 0.404
C 1.45649 -1.22134 5.25341 -0.645 -0.040 -0.703
C 2.18103 -0.82987 4.16412 0.644 0.132 0.145
C 1.61526 -0.67469 2.85758 0.498 -0.273 1.545
N 2.44056 -0.24182 1.85491 -1.795 -0.311 -0.423
C 1.77620 -0.14919 0.72311 0.823 0.396 -0.979
C 0.40024 -0.48678 0.52420 -0.017 0.092 0.186
N -0.38429 -0.90594 1.49134 1.041 0.371 -0.222
C 0.24575 -0.98142 2.70378 -0.699 -0.220 0.240
C -2.87119 -0.83547 3.02759 -0.557 -1.646 0.670
H -4.96196 -0.71530 2.45005 0.181 -0.314 0.191
H -5.56928 -2.86654 3.38545 0.423 0.144 0.107
H -1.78042 -3.53717 4.77766 -0.293 0.211 -0.294
H -0.49678 -1.82246 5.96887 -0.080 0.144 -0.453
H 1.95958 -1.30443 6.22037 -0.394 -0.041 -0.288
H 3.25008 -0.62513 4.29311 -0.417 0.018 -0.264
H 2.33447 0.21309 -0.15916 -0.439 -0.323 0.724
H -0.02270 -0.36609 -0.47759 0.155 -0.123 0.300
H -2.52855 0.10924 2.61024 -0.178 -0.295 0.105
C 3.29305 3.77062 -3.08741 0.001 0.022 0.027
C 4.21625 3.05169 -2.10931 -0.139 0.289 -0.084
C 4.42481 1.57498 -2.46195 -0.275 0.112 0.181
C 3.13840 0.85697 -2.43836 -0.223 -0.382 -0.229
N 2.12795 0.30065 -2.41657 0.571 0.419 -0.119
H 2.28973 3.34121 -3.08229 0.037 -0.042 -0.034
H 3.19707 4.82217 -2.81562 0.023 -0.013 -0.034
H 3.68313 3.71819 -4.10608 -0.036 0.007 0.009
H 3.80224 3.13444 -1.10169 0.084 -0.085 0.014
H 5.18617 3.55268 -2.09930 0.039 -0.123 0.039
H 5.10058 1.10716 -1.74460 -0.046 -0.099 -0.040
H 4.86548 1.47644 -3.45532 -0.057 -0.058 -0.007
C -1.78933 -1.18344 -4.31713 0.030 -0.029 0.012
C -2.08870 -0.12312 -3.26389 0.146 -0.272 -0.001
C -2.97501 1.00957 -3.79176 0.365 -0.006 -0.088
C -2.31161 1.70118 -4.91256 -0.011 0.342 -0.316
N -1.78814 2.24142 -5.78698 -0.277 -0.355 0.541
H -1.23314 -0.76665 -5.15834 -0.053 0.033 0.005
H -1.18155 -1.98160 -3.88984 -0.035 0.002 -0.005
H -2.71125 -1.62704 -4.70038 0.025 0.001 -0.011
H -1.14519 0.28793 -2.89605 -0.061 0.068 0.010
H -2.58633 -0.59588 -2.41392 -0.051 0.117 0.011
H -3.17195 1.73396 -3.00052 -0.035 0.060 -0.082
H -3.93307 0.61690 -4.13658 0.012 0.044 -0.051
```
Forces are in eV/Å.

Summary:
E_LUMO (hartree): -0.0100
SMILES string: c1cncc(-c2cccc3nccnc23)c1.CCCC#N.CCCC#N
Energy above the lowest of the compared OMol25 structures with the same formula, charge and spin (kJ/mol): 135.7
Charge: 0

Atomic partial charges in e from the Mulliken method, atoms 1 to 8: atom 1 (C): -0.4889, atom 2 (C): -0.1934, atom 3 (N): -0.6093, atom 4 (C): -0.3994, atom 5 (C): 0.3836, atom 6 (C): 0.5535, atom 7 (C): -0.2704, atom 8 (C): -0.7280